Record 1
Here is a structure of composition C32H32ClN3O6Tc from OMol25. Energies are from wB97M-V/def2-TZVPD.

Summary:
Lowest unoccupied orbital energy (alpha / beta) = -0.2941 / -0.2834 Eh
Total energy = -2394.78232 Ha
Spin multiplicity = 2
Net charge = +2

Structure (XYZ):
```
75
C32H32ClN3O6Tc wB97M-V/def2-TZVPD
Tc -1.10144 -0.23466 -1.18903
C -0.66902 1.40961 5.60755
C -0.11121 0.06622 5.10942
C 1.37424 -0.01667 5.45805
C -0.85291 -1.09198 5.79740
C -0.35495 -0.03079 3.61338
C -1.65478 0.03194 3.10209
C -1.87259 -0.05433 1.74931
N -0.86302 -0.20423 0.87540
C 0.40438 -0.26178 1.33622
C 0.67623 -0.17831 2.68609
C 1.44218 -0.41400 0.29142
C 2.78389 -0.56342 0.54777
C 3.70248 -0.72354 -0.49700
C 3.18497 -0.73228 -1.79043
C 1.83001 -0.58183 -1.99145
N 0.97172 -0.41366 -0.97842
C 5.18151 -0.88516 -0.19054
C 6.01325 -1.04896 -1.46181
C 5.36544 -2.13016 0.69322
C 5.66124 0.36488 0.56568
H -0.50474 1.48928 6.68224
H -1.74147 1.50013 5.43088
H -0.16742 2.25082 5.12566
H 1.49047 0.05736 6.53863
H 1.94547 0.80256 5.01488
H 1.81481 -0.96807 5.15041
H -0.69088 -1.03217 6.87369
H -0.48397 -2.05988 5.45325
H -1.92885 -1.05116 5.62354
H -2.50608 0.15023 3.75697
H -2.86617 -0.00488 1.32479
H 1.69960 -0.22241 3.02418
H 3.13401 -0.56530 1.56927
H 3.82508 -0.85883 -2.65025
H 1.40324 -0.59689 -2.98585
H 5.72939 -1.94075 -2.02442
H 7.06210 -1.15850 -1.18861
H 5.93725 -0.17781 -2.11574
H 5.01780 -3.03169 0.18575
H 4.83726 -2.04375 1.64430
H 6.42474 -2.25656 0.91716
H 5.52938 1.26672 -0.03464
H 6.72287 0.26175 0.79051
H 5.13652 0.50085 1.51299
O -1.17090 -0.20809 -3.24021
C -1.46548 0.77327 -3.96402
C -1.64754 2.10989 -3.52644
C -2.01259 3.06685 -4.49407
C -2.14717 4.36910 -4.11673
C -1.91260 4.78267 -2.80533
C -1.54050 3.86224 -1.85008
C -1.41153 2.51739 -2.19081
O -1.04948 1.66439 -1.23289
N -2.54232 5.37147 -5.13086
O -2.73134 4.96380 -6.25445
O -2.64613 6.51425 -4.75248
H -1.56962 0.56995 -5.03243
H -2.18882 2.78568 -5.52499
H -2.02569 5.83031 -2.56105
H -1.34830 4.16122 -0.82902
Cl -6.59284 -4.60235 -3.10247
C -5.50735 -3.41009 -2.51126
C -5.99301 -2.14010 -2.16450
C -5.15428 -1.15854 -1.68116
C -3.79195 -1.41208 -1.55593
O -2.99755 -0.45128 -1.07704
C -3.29589 -2.69108 -1.89577
C -1.94346 -3.04427 -1.67911
O -1.02976 -2.26903 -1.29636
C -4.17823 -3.68992 -2.36373
H -7.05042 -1.93839 -2.27629
H -5.53651 -0.18530 -1.40514
H -1.65366 -4.08573 -1.83146
H -3.79710 -4.67411 -2.60788
```

Here are the Mulliken charges for atoms 1 to 5, given in e: 0.312 -1.538 1.841 -2.083 -1.535

Record 2
Here is a cluster of 2 separate species, C6H13ClN in total in a non-equilibrium geometry from OMol25. Energies are from wB97M-V/def2-TZVPD.

Summary:
Lowest unoccupied orbital energy = -0.1492 Eh
Total energy = -751.00930 Ha
Net charge = +1
Relative energy (zero: lowest compared OMol25 entry of this formula, charge and spin) = 40.7 kcal/mol

Structure (XYZ):
```
21
C6H13ClN wB97M-V/def2-TZVPD
C 4.08700 0.77654 0.08149
C 2.92367 0.79534 -1.03463
C 2.69107 0.43422 0.36926
C -3.84043 -0.00590 0.90609
C -2.90065 -0.24523 -0.27352
C -1.45258 -0.39463 -0.02300
N -0.75239 -1.35131 -0.42268
Cl 2.09547 -1.18982 0.65065
H 4.81795 -0.01322 0.01700
H 4.64035 1.59752 0.51172
H 2.84232 1.79619 -1.23386
H 2.89108 0.10793 -1.80241
H -3.78223 -0.90002 1.62036
H -4.81125 -0.10494 0.55891
H -3.77900 1.02878 1.46494
H -3.44390 -0.83708 -1.01794
H -2.82829 0.65940 -0.92601
H -0.89376 0.33203 0.49333
H -1.00649 -2.15392 -0.95133
H 2.16057 1.20072 1.14488
H 0.34148 -1.53260 -0.13327
```

Here are the natural (NBO) charges for atoms 1 to 5, given in e: -0.422 -0.423 -0.248 -0.609 -0.518